No. 1
This record from the OMol25 dataset describes a structure of composition C21H43N2P3S2Tb in a non-equilibrium geometry. The level of theory is ωB97M-V/def2-TZVPD.

CARTESIAN COORDINATES (ANGSTROEM)
Tb 0.08 -0.22 0.40
P -1.54 2.05 0.94
P -2.04 -1.49 1.86
P 1.84 1.61 -0.71
H -0.91 -2.65 -1.23
C 0.12 -2.27 -1.21
C 1.01 -2.50 -0.18
H 0.82 -3.18 0.65
C -2.62 2.12 -0.54
C -2.79 2.24 2.27
C -0.86 3.75 0.96
C -1.77 -3.30 1.95
C -2.73 -1.24 3.54
C -3.58 -1.40 0.88
C 3.28 0.63 -1.30
C 2.79 3.01 -0.02
C 1.12 2.47 -2.17
H 0.48 -1.93 -2.18
H 2.06 -2.18 -0.27
H -3.27 3.00 -0.48
H -3.24 1.21 -0.60
H -2.01 2.17 -1.45
H -3.27 3.23 2.15
H -2.31 2.20 3.26
H -3.55 1.46 2.22
H -1.68 4.46 1.15
H -0.38 4.00 0.01
H -0.10 3.85 1.75
H -2.73 -3.82 2.03
H -1.16 -3.52 2.84
H -1.23 -3.65 1.06
H -3.71 -1.73 3.61
H -2.86 -0.17 3.75
H -2.07 -1.68 4.29
H -4.28 -2.15 1.27
H -3.37 -1.63 -0.18
H -4.03 -0.40 0.94
H 3.85 1.19 -2.06
H 2.97 -0.34 -1.71
H 3.93 0.43 -0.44
H 3.45 3.41 -0.80
H 3.40 2.65 0.82
H 2.13 3.80 0.35
H 1.93 2.90 -2.78
H 0.45 3.26 -1.83
H 0.54 1.78 -2.79
C 1.91 -1.08 -5.59
C 1.34 -0.50 -6.74
C 1.39 -1.20 -7.96
C 2.02 -2.44 -8.04
C 2.67 -2.97 -6.91
C 2.63 -2.29 -5.70
S 1.75 -0.36 -4.02
H 0.53 -0.91 -3.64
H 0.85 0.47 -6.66
H 0.92 -0.77 -8.85
H 2.00 -3.02 -8.97
H 3.20 -3.92 -6.96
H 3.11 -2.68 -4.80
C 0.95 -1.70 5.19
N 0.38 -0.36 5.06
C -0.38 0.31 6.01
C -0.68 1.54 5.51
N -0.10 1.59 4.25
C 0.55 0.42 3.96
S 1.52 -0.07 2.63
H 0.52 -2.37 4.42
H 2.04 -1.65 5.06
H 0.70 -2.07 6.19
H -0.62 -0.16 6.94
H -1.25 2.35 5.94
H -0.12 2.40 3.62

Output
total charge	+3
LUMO energy (spin up / spin down)	-10.53 / -10.32	eV
frontier orbital gap (spin up / spin down)	4.64 / 4.85	eV
highest occupied orbital energy (spin up / spin down)	-0.5576 / -0.5576	hartree
calculated total energy	-97401.85170	eV
molar mass	639.6	g mol⁻¹
2S+1	7
energy above the lowest of the compared OMol25 structures with the same formula, charge and spin	0.0	kcal per mole
<S²>	12.680

No. 2
This record from the OMol25 dataset describes a structure of composition C21H43N2P3SSeYb in a non-equilibrium geometry. The level of theory is ωB97M-V/def2-TZVPD.

CARTESIAN COORDINATES (ANGSTROEM)
Yb -1.35 1.34 -4.57
P -1.79 -2.06 0.44
P 1.73 -0.25 1.62
P 1.43 -0.76 -2.01
H -3.31 3.39 -5.43
C -3.14 2.31 -5.60
C -3.72 1.34 -4.83
H -4.32 1.58 -3.93
C -3.16 -1.52 1.46
C -0.70 -3.15 1.40
C -2.35 -2.86 -1.05
C 2.85 1.15 1.67
C 0.83 -0.18 3.18
C 2.77 -1.72 1.69
C 0.52 -0.60 -3.57
C 1.39 -2.47 -1.53
C 3.14 -0.24 -2.10
H -2.61 2.06 -6.54
H -3.87 0.30 -5.20
H -3.63 -0.63 1.01
H -2.82 -1.26 2.47
H -3.92 -2.32 1.53
H -0.34 -2.64 2.31
H 0.16 -3.47 0.80
H -1.26 -4.05 1.70
H -3.20 -2.30 -1.45
H -2.67 -3.89 -0.84
H -1.57 -2.89 -1.81
H 3.61 0.91 2.41
H 2.30 2.05 1.96
H 3.31 1.33 0.69
H 1.53 -0.51 3.96
H -0.06 -0.81 3.21
H 0.52 0.85 3.40
H 3.38 -1.59 2.60
H 3.44 -1.81 0.83
H 2.19 -2.65 1.80
H 0.94 -1.35 -4.25
H 0.73 0.39 -4.02
H -0.56 -0.83 -3.43
H 1.91 -3.02 -2.32
H 0.36 -2.85 -1.47
H 1.91 -2.63 -0.58
H 3.59 -0.82 -2.91
H 3.66 -0.47 -1.16
H 3.26 0.82 -2.31
C 0.25 2.51 -2.40
C -0.89 3.22 -2.62
C -0.95 3.90 -3.86
C 0.07 3.71 -4.79
C 1.22 3.00 -4.47
C 1.40 2.60 -3.12
Se 0.61 0.50 -0.30
H -1.06 -0.89 -0.01
H -1.69 3.33 -1.88
H -1.80 4.53 -4.11
H 0.00 4.21 -5.76
H 2.03 2.86 -5.20
H 2.40 2.37 -2.74
C -2.72 1.42 3.78
N -1.90 2.49 3.21
C -1.11 3.35 3.95
C -0.45 4.15 3.08
N -0.83 3.76 1.81
C -1.69 2.69 1.86
S -2.25 1.76 0.58
H -3.47 1.12 3.04
H -2.09 0.55 4.04
H -3.20 1.80 4.68
H -1.10 3.31 5.02
H 0.26 4.95 3.24
H -0.46 4.12 0.93

Output
total charge	+3
LUMO energy (spin up / spin down)	-8.75 / -8.75	eV
frontier orbital gap (spin up / spin down)	4.41 / 4.23	eV
highest occupied orbital energy (spin up / spin down)	-0.4837 / -0.4770	hartree
calculated total energy	-161000.66623	eV
molar mass	700.6	g mol⁻¹
2S+1	2
<S²>	0.781

No. 3
This record from the OMol25 dataset describes a cluster of 4 separate species, C21H43N3O9S in total in a non-equilibrium geometry. The level of theory is ωB97M-V/def2-TZVPD.

CARTESIAN COORDINATES (ANGSTROEM)
C -0.06 -4.29 1.70
O -1.25 -4.12 0.96
C -1.03 -3.84 -0.41
C -2.33 -3.33 -1.06
C -2.15 -1.92 -1.65
C -2.39 -0.83 -0.58
C -1.47 0.39 -0.75
C -0.63 0.71 0.48
C 0.22 -0.45 1.02
C 1.63 -0.40 0.43
C 2.40 0.76 1.08
C 3.78 1.00 0.48
C 3.77 1.57 -0.91
O 2.82 1.56 -1.67
O 4.96 2.16 -1.27
S 1.35 2.22 1.10
O 0.75 2.30 2.41
O 2.05 3.37 0.62
O 0.24 1.81 0.05
H 0.07 -5.33 2.00
H 0.82 -3.99 1.13
H -0.10 -3.69 2.61
H -0.71 -4.75 -0.92
H -0.26 -3.08 -0.52
H -2.63 -4.02 -1.84
H -3.13 -3.31 -0.32
H -2.88 -1.78 -2.44
H -1.15 -1.84 -2.07
H -2.29 -1.27 0.40
H -3.41 -0.48 -0.70
H -0.77 0.28 -1.58
H -2.06 1.28 -0.93
H -1.28 1.07 1.27
H -0.25 -1.42 0.87
H 0.32 -0.33 2.10
H 2.14 -1.32 0.70
H 1.59 -0.26 -0.64
H 2.53 0.51 2.13
H 4.37 1.63 1.13
H 4.30 0.04 0.46
H 5.66 1.50 -1.31
C 8.19 5.41 1.10
N 7.86 4.01 0.97
C 6.82 3.34 1.52
C 5.86 4.12 2.38
O 6.66 2.14 1.31
H 8.19 5.89 0.12
H 9.18 5.53 1.55
H 7.47 5.92 1.73
H 8.46 3.43 0.41
H 5.08 3.46 2.74
H 6.37 4.56 3.24
H 5.39 4.92 1.81
C -5.74 -6.87 1.68
N -5.57 -5.85 0.66
C -5.16 -6.00 -0.63
C -4.83 -7.40 -1.09
O -5.06 -5.03 -1.36
H -6.78 -6.89 2.02
H -5.09 -6.66 2.53
H -5.49 -7.85 1.28
H -5.77 -4.89 0.91
H -4.52 -7.35 -2.13
H -4.02 -7.82 -0.50
H -5.71 -8.05 -1.02
C -2.66 6.07 -3.14
N -2.95 4.65 -3.03
C -3.17 3.92 -1.91
C -3.11 4.64 -0.58
O -3.39 2.72 -1.98
H -3.43 6.56 -3.74
H -1.69 6.22 -3.62
H -2.63 6.53 -2.16
H -3.00 4.11 -3.88
H -3.30 3.93 0.21
H -2.12 5.09 -0.43
H -3.86 5.43 -0.54

Output
LUMO energy	0.69	eV
frontier orbital gap	10.05	eV
highest occupied orbital energy	-0.3441	hartree
calculated total energy	-56207.94124	eV
molar mass	513.7	g mol⁻¹

No. 4
This record from the OMol25 dataset describes a cluster of 5 separate species, C21H43NO6S4 in total in a non-equilibrium geometry. The level of theory is ωB97M-V/def2-TZVPD.

CARTESIAN COORDINATES (ANGSTROEM)
C 1.82 1.17 4.75
C 1.10 0.13 3.77
C -0.34 0.25 3.22
C -0.94 -0.82 2.24
C -0.08 -2.06 1.79
C 1.37 -2.17 2.32
C 2.37 -3.36 1.90
O 2.61 -3.46 0.47
C 3.04 -2.23 -0.09
O 2.58 -1.91 -1.22
N 4.03 -1.31 0.51
C 3.47 0.06 0.67
C 4.25 1.21 -0.16
C 5.49 1.68 0.79
C 3.24 2.49 -0.18
C 1.93 -1.11 3.30
H 2.33 1.95 4.06
H 2.69 0.68 5.33
H 1.11 1.76 5.42
H -0.95 1.17 3.55
H -2.02 -0.69 1.82
H -0.50 -2.85 1.07
H 3.36 -3.28 2.50
H 1.88 -4.33 2.25
H 4.86 -1.26 -0.10
H 3.60 0.34 1.79
H 2.36 0.16 0.45
H 4.58 0.88 -1.20
H 4.98 2.16 1.72
H 6.14 2.48 0.30
H 6.07 0.78 1.19
H 3.83 3.43 -0.41
H 2.87 2.59 0.91
H 2.33 2.32 -0.85
H 3.02 -1.23 3.67
C -5.55 1.85 1.06
S -5.66 0.23 1.85
O -4.27 -0.26 2.08
C -6.31 -0.64 0.41
H -5.13 2.55 1.77
H -4.90 1.79 0.18
H -6.55 2.18 0.77
H -5.61 -0.54 -0.43
H -7.28 -0.22 0.14
H -6.42 -1.69 0.66
C 3.26 0.79 -4.95
S 1.50 0.42 -4.97
O 0.77 1.67 -5.35
C 1.33 0.22 -3.19
H 3.59 1.00 -5.97
H 3.45 1.67 -4.33
H 3.81 -0.06 -4.56
H 1.64 1.13 -2.68
H 1.95 -0.62 -2.86
H 0.28 0.01 -2.96
C -0.38 0.41 -8.73
S -0.50 -1.21 -7.95
O 0.90 -1.71 -7.72
C -1.14 -2.07 -9.40
H 0.04 1.11 -8.01
H 0.27 0.35 -9.60
H -1.38 0.74 -9.02
H -0.44 -1.97 -10.23
H -2.11 -1.65 -9.67
H -1.26 -3.13 -9.15
C -3.54 0.37 5.75
S -5.30 -0.01 5.73
O -6.02 1.24 5.35
C -5.46 -0.20 7.52
H -3.22 0.57 4.72
H -3.35 1.26 6.36
H -2.98 -0.48 6.14
H -5.15 0.72 8.02
H -4.84 -1.03 7.86
H -6.51 -0.41 7.75

Output
LUMO energy	0.51	eV
frontier orbital gap	8.88	eV
highest occupied orbital energy	-0.3077	hartree
calculated total energy	-79581.67880	eV
molar mass	533.8	g mol⁻¹
energy above the lowest of the compared OMol25 structures with the same formula, charge and spin	128.3	kcal per mole

No. 5
This record from the OMol25 dataset describes a structure of composition C21H44BCl6FMgO13S in a non-equilibrium geometry. The level of theory is ωB97M-V/def2-TZVPD.

CARTESIAN COORDINATES (ANGSTROEM)
C -1.49 0.12 0.67
B -1.40 -1.43 0.83
O -0.41 -2.10 0.14
O -2.22 -2.25 1.68
S -3.76 -1.75 1.79
O -3.98 -1.65 3.26
O -4.70 -2.91 1.17
C -6.10 -2.66 1.50
C -6.61 -1.48 0.66
C -8.02 -0.98 1.06
F -8.70 -1.80 1.94
H -1.35 0.33 -0.40
H -0.66 0.60 1.20
H -2.44 0.58 0.94
H 0.20 -2.39 0.83
H -6.62 -3.57 1.22
H -6.28 -2.48 2.56
H -5.89 -0.66 0.81
H -6.63 -1.83 -0.37
H -7.84 -0.02 1.52
H -8.58 -0.84 0.13
Mg -2.63 -1.06 4.66
Cl -4.49 1.02 2.32
C -4.80 2.71 1.79
C -6.27 3.01 1.97
Cl -7.23 2.04 0.84
H -4.48 2.82 0.76
H -4.19 3.37 2.40
H -6.49 4.06 1.79
H -6.58 2.77 2.98
C 1.05 -1.00 7.75
C 0.02 -2.10 7.70
O -0.90 -1.61 6.71
C -0.22 -0.74 5.92
O -0.66 -0.29 4.90
O 0.99 -0.45 6.43
H 2.04 -1.36 7.98
H 0.78 -0.21 8.47
H 0.44 -3.05 7.35
H -0.48 -2.25 8.65
Cl -2.22 1.11 4.32
C -3.59 2.30 -2.05
Cl -4.47 1.02 -1.22
Cl -4.68 3.59 -2.59
H -2.86 2.72 -1.37
H -3.10 1.88 -2.92
C 3.45 -2.04 -0.94
C 3.43 -1.42 0.43
O 2.77 -1.90 1.33
C 4.25 -0.18 0.65
H 2.81 -2.92 -0.95
H 3.07 -1.32 -1.67
H 4.46 -2.33 -1.20
H 3.90 0.61 -0.02
H 5.30 -0.40 0.45
H 4.14 0.15 1.68
C 8.59 -2.59 0.90
C 9.45 -2.67 -0.33
O 8.57 -2.21 -1.36
C 7.63 -1.44 -0.77
O 6.85 -0.78 -1.36
O 7.69 -1.53 0.58
H 9.16 -2.36 1.80
H 8.02 -3.51 1.07
H 10.32 -2.00 -0.28
H 9.80 -3.68 -0.54
C 4.49 1.92 -5.99
C 3.89 1.34 -4.72
O 3.39 0.02 -4.88
C 4.32 -0.96 -5.28
C 5.47 -1.14 -4.31
H 3.76 1.92 -6.80
H 4.82 2.95 -5.82
H 5.36 1.35 -6.33
H 3.05 1.95 -4.42
H 4.62 1.37 -3.90
H 4.69 -0.75 -6.29
H 3.77 -1.90 -5.35
H 6.07 -0.23 -4.22
H 6.13 -1.94 -4.64
H 5.10 -1.39 -3.32
C -5.13 6.76 -4.72
O -4.04 5.88 -4.96
H -5.01 7.64 -5.34
H -6.08 6.27 -4.97
H -5.15 7.06 -3.67
H -4.17 5.11 -4.41
Cl -4.49 0.14 -3.80

Output
LUMO energy	-2.34	eV
frontier orbital gap	2.95	eV
highest occupied orbital energy	-0.1944	hartree
calculated total energy	-143915.45913	eV
molar mass	803.5	g mol⁻¹

No. 6
This record from the OMol25 dataset describes a cluster of 9 separate species, C21H44F6N2O14P in total in a non-equilibrium geometry. The level of theory is ωB97M-V/def2-TZVPD.

CARTESIAN COORDINATES (ANGSTROEM)
P -0.02 0.86 0.02
F 0.44 -0.61 -0.39
F -0.64 0.89 -1.50
F -1.42 0.15 0.54
F -0.55 2.36 0.36
F 0.74 0.62 1.43
F 1.40 1.48 -0.70
C -1.54 5.65 -1.05
O -1.41 6.82 -0.30
H -1.49 4.86 -0.30
H -2.46 5.74 -1.63
H -0.75 5.55 -1.78
H -2.25 6.97 0.13
C 1.94 2.92 -3.68
O 2.05 3.56 -2.39
H 2.52 1.99 -3.77
H 0.97 2.52 -3.95
H 2.41 3.47 -4.49
H 1.66 2.92 -1.80
C -2.42 2.39 -3.69
O -1.35 3.05 -2.97
H -2.79 2.95 -4.54
H -2.07 1.43 -4.07
H -3.27 2.14 -3.05
H -1.08 2.46 -2.27
C -0.13 -3.37 -2.67
C -1.56 -3.21 -2.18
C -1.98 -1.76 -2.16
O -3.23 -1.79 -2.86
C -3.51 -3.01 -3.48
O -4.51 -3.26 -4.17
O -2.47 -3.80 -3.15
H 0.22 -4.40 -2.69
H 0.55 -2.77 -2.07
H -0.03 -3.01 -3.69
H -1.63 -3.66 -1.19
H -1.21 -1.13 -2.61
H -2.07 -1.46 -1.11
C 2.87 -0.92 -2.64
C 3.93 -0.46 -1.56
C 3.53 -0.81 -0.12
O 4.65 -1.43 0.40
C 5.46 -1.82 -0.51
O 6.48 -2.47 -0.31
O 5.12 -1.21 -1.66
H 3.35 -0.90 -3.62
H 2.00 -0.26 -2.57
H 2.49 -1.92 -2.48
H 4.10 0.61 -1.62
H 2.71 -1.53 -0.09
H 3.21 0.02 0.52
C -3.66 2.02 2.78
C -3.47 2.87 1.50
C -3.85 2.23 0.14
O -4.79 3.09 -0.37
C -5.13 3.95 0.50
O -5.98 4.81 0.29
O -4.42 3.89 1.59
H -2.81 1.33 2.82
H -4.52 1.34 2.78
H -3.61 2.61 3.69
H -2.44 3.23 1.47
H -4.27 1.25 0.38
H -3.00 2.09 -0.53
C 3.35 -0.95 6.14
O 2.29 -0.47 6.53
N 3.78 -1.09 4.90
C 4.97 -1.97 4.64
C 2.91 -0.80 3.70
H 4.07 -1.39 6.85
H 5.59 -2.05 5.53
H 5.57 -1.44 3.91
H 4.69 -2.94 4.23
H 3.59 -0.49 2.91
H 2.60 -1.76 3.27
H 2.06 -0.14 3.86
C -0.57 -4.88 1.16
O 0.42 -5.13 0.49
N -0.84 -3.73 1.87
C -2.08 -3.53 2.56
C 0.09 -2.64 1.77
H -1.45 -5.54 1.20
H -2.82 -4.33 2.52
H -2.59 -2.68 2.11
H -1.72 -3.37 3.57
H 1.02 -2.86 1.25
H -0.33 -1.70 1.41
H 0.41 -2.26 2.74

Output
LUMO energy (spin up / spin down)	-2.06 / -7.05	eV
frontier orbital gap (spin up / spin down)	7.43 / 2.45	eV
highest occupied orbital energy (spin up / spin down)	-0.3490 / -0.3490	hartree
calculated total energy	-79729.76987	eV
molar mass	693.5	g mol⁻¹
2S+1	2
<S²>	0.773

- Among the records above, which one has the lowest molar mass?
  C21H43N3O9S

Please write out number 2 again, unchanged.
This record from the OMol25 dataset describes a structure of composition C21H43N2P3SSeYb in a non-equilibrium geometry. The level of theory is ωB97M-V/def2-TZVPD.

CARTESIAN COORDINATES (ANGSTROEM)
Yb -1.35 1.34 -4.57
P -1.79 -2.06 0.44
P 1.73 -0.25 1.62
P 1.43 -0.76 -2.01
H -3.31 3.39 -5.43
C -3.14 2.31 -5.60
C -3.72 1.34 -4.83
H -4.32 1.58 -3.93
C -3.16 -1.52 1.46
C -0.70 -3.15 1.40
C -2.35 -2.86 -1.05
C 2.85 1.15 1.67
C 0.83 -0.18 3.18
C 2.77 -1.72 1.69
C 0.52 -0.60 -3.57
C 1.39 -2.47 -1.53
C 3.14 -0.24 -2.10
H -2.61 2.06 -6.54
H -3.87 0.30 -5.20
H -3.63 -0.63 1.01
H -2.82 -1.26 2.47
H -3.92 -2.32 1.53
H -0.34 -2.64 2.31
H 0.16 -3.47 0.80
H -1.26 -4.05 1.70
H -3.20 -2.30 -1.45
H -2.67 -3.89 -0.84
H -1.57 -2.89 -1.81
H 3.61 0.91 2.41
H 2.30 2.05 1.96
H 3.31 1.33 0.69
H 1.53 -0.51 3.96
H -0.06 -0.81 3.21
H 0.52 0.85 3.40
H 3.38 -1.59 2.60
H 3.44 -1.81 0.83
H 2.19 -2.65 1.80
H 0.94 -1.35 -4.25
H 0.73 0.39 -4.02
H -0.56 -0.83 -3.43
H 1.91 -3.02 -2.32
H 0.36 -2.85 -1.47
H 1.91 -2.63 -0.58
H 3.59 -0.82 -2.91
H 3.66 -0.47 -1.16
H 3.26 0.82 -2.31
C 0.25 2.51 -2.40
C -0.89 3.22 -2.62
C -0.95 3.90 -3.86
C 0.07 3.71 -4.79
C 1.22 3.00 -4.47
C 1.40 2.60 -3.12
Se 0.61 0.50 -0.30
H -1.06 -0.89 -0.01
H -1.69 3.33 -1.88
H -1.80 4.53 -4.11
H 0.00 4.21 -5.76
H 2.03 2.86 -5.20
H 2.40 2.37 -2.74
C -2.72 1.42 3.78
N -1.90 2.49 3.21
C -1.11 3.35 3.95
C -0.45 4.15 3.08
N -0.83 3.76 1.81
C -1.69 2.69 1.86
S -2.25 1.76 0.58
H -3.47 1.12 3.04
H -2.09 0.55 4.04
H -3.20 1.80 4.68
H -1.10 3.31 5.02
H 0.26 4.95 3.24
H -0.46 4.12 0.93

Output
total charge	+3
LUMO energy (spin up / spin down)	-8.75 / -8.75	eV
frontier orbital gap (spin up / spin down)	4.41 / 4.23	eV
highest occupied orbital energy (spin up / spin down)	-0.4837 / -0.4770	hartree
calculated total energy	-161000.66623	eV
molar mass	700.6	g mol⁻¹
2S+1	2
<S²>	0.781

Please write out number 3 again, unchanged.
This record from the OMol25 dataset describes a cluster of 4 separate species, C21H43N3O9S in total in a non-equilibrium geometry. The level of theory is ωB97M-V/def2-TZVPD.

CARTESIAN COORDINATES (ANGSTROEM)
C -0.06 -4.29 1.70
O -1.25 -4.12 0.96
C -1.03 -3.84 -0.41
C -2.33 -3.33 -1.06
C -2.15 -1.92 -1.65
C -2.39 -0.83 -0.58
C -1.47 0.39 -0.75
C -0.63 0.71 0.48
C 0.22 -0.45 1.02
C 1.63 -0.40 0.43
C 2.40 0.76 1.08
C 3.78 1.00 0.48
C 3.77 1.57 -0.91
O 2.82 1.56 -1.67
O 4.96 2.16 -1.27
S 1.35 2.22 1.10
O 0.75 2.30 2.41
O 2.05 3.37 0.62
O 0.24 1.81 0.05
H 0.07 -5.33 2.00
H 0.82 -3.99 1.13
H -0.10 -3.69 2.61
H -0.71 -4.75 -0.92
H -0.26 -3.08 -0.52
H -2.63 -4.02 -1.84
H -3.13 -3.31 -0.32
H -2.88 -1.78 -2.44
H -1.15 -1.84 -2.07
H -2.29 -1.27 0.40
H -3.41 -0.48 -0.70
H -0.77 0.28 -1.58
H -2.06 1.28 -0.93
H -1.28 1.07 1.27
H -0.25 -1.42 0.87
H 0.32 -0.33 2.10
H 2.14 -1.32 0.70
H 1.59 -0.26 -0.64
H 2.53 0.51 2.13
H 4.37 1.63 1.13
H 4.30 0.04 0.46
H 5.66 1.50 -1.31
C 8.19 5.41 1.10
N 7.86 4.01 0.97
C 6.82 3.34 1.52
C 5.86 4.12 2.38
O 6.66 2.14 1.31
H 8.19 5.89 0.12
H 9.18 5.53 1.55
H 7.47 5.92 1.73
H 8.46 3.43 0.41
H 5.08 3.46 2.74
H 6.37 4.56 3.24
H 5.39 4.92 1.81
C -5.74 -6.87 1.68
N -5.57 -5.85 0.66
C -5.16 -6.00 -0.63
C -4.83 -7.40 -1.09
O -5.06 -5.03 -1.36
H -6.78 -6.89 2.02
H -5.09 -6.66 2.53
H -5.49 -7.85 1.28
H -5.77 -4.89 0.91
H -4.52 -7.35 -2.13
H -4.02 -7.82 -0.50
H -5.71 -8.05 -1.02
C -2.66 6.07 -3.14
N -2.95 4.65 -3.03
C -3.17 3.92 -1.91
C -3.11 4.64 -0.58
O -3.39 2.72 -1.98
H -3.43 6.56 -3.74
H -1.69 6.22 -3.62
H -2.63 6.53 -2.16
H -3.00 4.11 -3.88
H -3.30 3.93 0.21
H -2.12 5.09 -0.43
H -3.86 5.43 -0.54

Output
LUMO energy	0.69	eV
frontier orbital gap	10.05	eV
highest occupied orbital energy	-0.3441	hartree
calculated total energy	-56207.94124	eV
molar mass	513.7	g mol⁻¹